A structure of composition C5H26N2O8 at a distorted geometry. Source: the Open Molecules 2025 dataset; level of theory: ωB97M-V/def2-TZVPD.

## Properties
charge	+2
gap between HOMO and LUMO	10.315	eV
calculated total energy	-24949.154	eV
2S+1	1
energy above the lowest of the compared OMol25 structures with the same formula, charge and spin	209.7	kJ/mol
F_max	8.40	eV/Å
E_HOMO	-15.979	eV

Structure (XYZ):
```
41
Properties=species:S:1:pos:R:3:forces:R:3
O -0.84353 3.74426 0.45998 0.989 -0.253 -0.242
C 0.00305 3.03436 0.91672 -0.897 -1.671 1.771
C -0.11956 1.43096 0.63893 1.858 1.681 -3.256
C -0.16407 1.27473 -0.94266 0.448 2.610 -0.270
C 0.00170 -0.11568 -1.51004 -2.873 0.234 -1.379
C -0.89682 -0.90562 -2.16075 3.170 -1.674 0.640
N 1.36314 -0.51267 -1.50035 -0.006 -1.595 -1.551
N -1.38870 1.08489 1.14597 -4.512 0.331 -1.755
H 0.65725 3.25339 1.81169 -0.067 0.512 -1.163
H 0.62304 0.81319 1.11888 0.527 0.128 0.171
H -1.01030 1.93272 -1.31875 0.063 -1.566 0.538
H 0.58997 2.03145 -1.42469 -0.402 -1.842 0.986
H -1.95070 -0.91516 -2.22748 -0.903 0.904 0.047
H -0.46005 -1.90846 -2.57529 -0.763 2.023 0.662
H 1.88734 0.28029 -1.75954 1.251 1.361 -0.200
H 1.48357 -1.13226 -2.36410 0.221 0.415 1.868
H 1.65243 -1.09295 -0.46052 0.130 -1.159 -1.066
H -1.48492 1.43024 2.07945 -0.814 0.721 1.144
H -1.68408 0.09886 1.19150 0.343 0.107 -0.252
H -2.15297 1.58990 0.46541 1.901 -1.260 2.427
H 1.26094 -4.07340 -2.04222 -0.686 -1.086 -0.128
H 2.76561 -4.66328 -2.03912 -0.568 -0.205 -0.141
O 2.18484 -3.89952 -1.96040 1.162 1.360 0.395
H -4.14925 -1.02012 2.73224 1.588 2.371 -0.369
H -4.25122 0.44119 3.07342 -1.315 1.661 1.044
O -3.64919 -0.11585 2.64325 -0.093 -3.984 -0.802
H 3.01230 -1.77466 3.13762 -1.971 0.642 -1.370
H 1.51664 -2.06264 2.93030 -2.611 -2.021 1.474
O 2.18115 -1.55597 2.57524 4.777 1.569 0.400
H -2.74013 3.92861 3.01551 0.010 0.155 0.327
H -1.74277 3.31896 4.14642 -1.015 0.431 -2.904
O -1.97342 3.35940 3.13476 1.084 -0.858 2.637
H 1.25359 0.80162 -4.61276 -0.870 -0.882 -2.115
H 1.83108 2.25078 -4.27533 -0.612 -2.543 0.468
O 1.61652 1.31132 -3.93626 1.470 3.386 1.778
H -0.70094 -4.11608 0.12770 0.868 0.129 1.087
H -0.96464 -3.83420 -1.12456 -5.326 -1.963 -6.194
O -0.37094 -3.54463 -0.57589 4.083 1.548 4.969
H 2.22755 -1.91902 1.14328 -0.194 -1.614 -1.010
H 1.88890 -2.88936 -0.38563 0.997 -2.423 -1.032
O 1.83892 -2.18496 0.21733 -0.440 4.321 2.369
```
Positions in Å, forces in eV/Å.